{
  "formula": "C19H18FeNaO2",
  "method": "wB97M-V/def2-TZVPD",
  "spin_multiplicity": 1,
  "e_above_lowest_ev": 2.548,
  "gap_ev": 3.735,
  "charge": 1,
  "elements": ["C", "C", "C", "Fe", "C", "O", "C", "O", "C", "C", "C", "C", "C", "H", "H", "H", "H", "H", "H", "H", "H", "H", "H", "H", "C", "Na", "C", "C", "C", "C", "C", "C", "C", "C", "H", "H", "H", "H", "H", "H", "H"],
  "xyz": [[-0.770, -1.160, -1.250], [0.281, -1.028, -0.229], [1.307, -0.046, -0.293], [2.677, 0.114, -1.874], [2.596, 1.953, -1.781], [2.294, 3.077, -1.823], [1.344, 0.234, -3.163], [0.566, 0.575, -3.957], [4.539, -0.213, -1.127], [4.562, 0.303, -2.471], [3.827, -0.605, -3.307], [3.355, -1.688, -2.472], [3.801, -1.440, -1.136], [-1.676, -1.607, -0.816], [-1.049, -0.174, -1.657], [-0.499, -1.784, -2.127], [0.416, -1.875, 0.459], [0.915, 0.990, -0.365], [2.004, -0.066, 0.577], [5.059, 0.210, -0.269], [5.105, 1.183, -2.811], [3.728, -0.539, -4.387], [2.812, -2.569, -2.802], [3.658, -2.108, -0.289], [-4.332, 1.152, 0.768], [-0.910, -2.067, 2.511], [-3.238, 1.238, -0.117], [-2.048, 0.998, 0.621], [-2.410, 0.710, 1.974], [-3.856, 0.755, 2.055], [-4.497, 0.443, 3.258], [-3.734, 0.026, 4.345], [-2.329, 0.038, 4.287], [-1.654, 0.411, 3.118], [-5.383, 1.360, 0.565], [-3.306, 1.461, -1.179], [-1.021, 1.144, 0.300], [-5.590, 0.512, 3.304], [-4.232, -0.282, 5.274], [-1.755, -0.201, 5.197], [-0.561, 0.562, 3.090]],
  "nbo_charge": [-0.712, 0.078, -0.690, -0.111, 0.713, -0.426, 0.711, -0.440, -0.273, -0.200, -0.230, -0.264, -0.195, 0.248, 0.251, 0.242, 0.139, 0.263, 0.226, 0.265, 0.266, 0.267, 0.260, 0.252, -0.242, 0.981, -0.257, -0.360, -0.016, -0.128, -0.163, -0.273, -0.286, -0.371, 0.221, 0.215, 0.184, 0.222, 0.222, 0.213, 0.197]
}